{
  "formula": "C25H35N3O4S",
  "method": "ωB97M-V/def2-TZVPD",
  "species": ["C", "O", "C", "C", "C", "C", "C", "C", "C", "N", "C", "C", "O", "S", "C", "C", "C", "C", "C", "C", "N", "C", "C", "N", "C", "C", "O", "C", "C", "C", "C", "O", "C", "H", "H", "H", "H", "H", "H", "H", "H", "H", "H", "H", "H", "H", "H", "H", "H", "H", "H", "H", "H", "H", "H", "H", "H", "H", "H", "H", "H", "H", "H", "H", "H", "H", "H", "H"],
  "xyz": [[1.1378, 4.6540, 4.2854], [0.6724, 4.4995, 2.9687], [0.6749, 3.2446, 2.4106], [1.0659, 2.1063, 3.1026], [1.0238, 0.8516, 2.5196], [0.5933, 0.6984, 1.2126], [0.5594, -0.6663, 0.5620], [1.4113, -0.6287, -0.6835], [0.9350, -0.3562, -1.9361], [-0.3880, -0.1263, -2.2652], [-0.7915, 0.1269, -3.5327], [-2.2829, 0.3425, -3.6623], [-0.0078, 0.1818, -4.4601], [2.1676, -0.3391, -3.1486], [3.3630, -0.6917, -1.9349], [2.8240, -0.8056, -0.6915], [3.6595, -1.0925, 0.5193], [5.1392, -0.8563, 0.2193], [5.5315, -1.5173, -1.0993], [4.8107, -0.8317, -2.2604], [-0.8100, -1.0849, 0.2289], [-1.7824, -0.8388, 1.2802], [-3.1740, -1.1933, 0.7592], [-3.2039, -2.5971, 0.4073], [-4.5171, -3.1506, 0.1832], [-5.2990, -2.6152, -1.0294], [-6.5554, -3.2540, -1.0291], [-2.2341, -2.8691, -0.6322], [-0.8448, -2.4972, -0.1225], [0.2216, 1.8338, 0.5090], [0.2489, 3.1027, 1.0755], [-0.1848, 4.0896, 0.2411], [0.0706, 5.4481, 0.5207], [0.5181, 4.1038, 5.0010], [1.0648, 5.7205, 4.4945], [2.1810, 4.3375, 4.3861], [1.4025, 2.1868, 4.1236], [1.3255, -0.0078, 3.1003], [1.0045, -1.3893, 1.2693], [-1.0179, -0.2567, -1.4681], [-2.5868, 1.1938, -3.0565], [-2.8204, -0.5399, -3.3198], [-2.5301, 0.5335, -4.7022], [3.3396, -0.4536, 1.3459], [3.5072, -2.1338, 0.8246], [5.7476, -1.2510, 1.0354], [5.3248, 0.2173, 0.1481], [6.6112, -1.4567, -1.2470], [5.2519, -2.5724, -1.0695], [4.9354, -1.4030, -3.1829], [5.2453, 0.1591, -2.4313], [-1.7518, 0.2168, 1.5555], [-1.5697, -1.4454, 2.1754], [-3.9141, -1.0101, 1.5403], [-3.4017, -0.5396, -0.1021], [-5.1208, -2.9686, 1.0757], [-4.4149, -4.2325, 0.0657], [-4.7542, -2.8381, -1.9581], [-5.4214, -1.5254, -0.9472], [-7.0668, -2.9515, -1.7867], [-2.2623, -3.9339, -0.8711], [-2.4374, -2.2977, -1.5556], [-0.1013, -2.6878, -0.8990], [-0.6080, -3.1245, 0.7529], [-0.1017, 1.7656, -0.5163], [1.1303, 5.6262, 0.7159], [-0.2254, 5.9834, -0.3816], [-0.5177, 5.8073, 1.3674]],
  "forces_ev_per_angstrom": [[0.1, 0.0, 0.2], [-0.1, -0.3, -0.4], [0.0, 0.1, 0.1], [0.0, 0.2, 0.1], [-0.1, -0.1, -0.2], [0.1, 0.0, 0.3], [0.2, 0.1, -0.1], [-0.3, -0.1, -0.3], [0.4, -0.1, -0.1], [-0.1, 0.0, 0.1], [-0.5, 0.1, 0.1], [0.1, 0.0, -0.2], [-0.1, 0.1, -0.3], [0.6, -0.2, 0.6], [-0.4, 0.1, -0.1], [0.2, -0.1, -0.2], [0.1, 0.1, 0.0], [0.0, -0.3, 0.0], [0.0, 0.3, 0.0], [0.1, -0.1, 0.0], [0.0, 0.0, 0.3], [-0.4, 0.2, 0.0], [0.2, 0.0, 0.3], [0.0, 0.1, -0.1], [-0.4, 0.0, -0.3], [0.5, 0.2, 0.1], [-0.3, -0.2, 0.0], [0.2, -0.1, 0.2], [-0.1, -0.2, -0.4], [0.0, 0.2, 0.2], [0.0, -0.1, -0.1], [-0.1, -0.4, 0.2], [0.0, 0.5, 0.0], [0.0, 0.0, 0.0], [0.0, -0.1, 0.0], [0.0, 0.0, 0.0], [0.0, 0.1, 0.1], [0.0, -0.1, 0.0], [-0.1, 0.1, 0.0], [0.0, 0.0, -0.2], [-0.1, 0.0, 0.1], [-0.1, -0.1, 0.1], [0.0, 0.0, 0.0], [0.0, -0.1, 0.1], [0.0, 0.0, 0.1], [0.0, 0.1, 0.0], [0.0, 0.1, 0.0], [0.0, -0.1, 0.0], [0.0, -0.1, 0.0], [0.1, 0.0, 0.0], [0.1, 0.0, 0.0], [0.0, -0.1, 0.0], [0.0, 0.0, 0.0], [0.0, 0.0, 0.0], [0.0, 0.0, 0.1], [0.0, -0.1, 0.0], [-0.1, 0.0, 0.0], [0.0, 0.1, 0.1], [0.1, -0.1, 0.0], [0.1, 0.0, 0.1], [0.0, 0.0, -0.1], [0.0, -0.1, 0.0], [0.0, 0.0, 0.0], [0.0, 0.0, 0.0], [0.0, 0.0, -0.2], [-0.1, 0.0, 0.0], [0.0, 0.0, 0.1], [0.1, 0.0, -0.1]],
  "mulliken_charge": [-0.97, -0.45, 1.17, -0.63, -0.88, -1.31, 0.28, -0.99, 0.36, 0.37, 0.85, -1.09, -0.65, -0.47, 1.15, -0.83, -0.24, -0.97, -0.79, -0.80, 0.64, -0.76, -0.76, 0.02, -0.97, -0.19, -0.52, -0.46, -1.00, 0.21, 0.03, -0.47, -0.86, 0.35, 0.26, 0.37, 0.42, 0.46, 0.76, 0.01, 0.30, 0.12, 0.37, 0.18, 0.27, 0.39, 0.34, 0.36, 0.32, 0.41, 0.30, 0.40, 0.22, 0.53, 0.17, 0.39, 0.37, 0.25, 0.28, 0.32, 0.52, -0.03, 0.44, 0.40, 0.83, 0.33, 0.28, 0.26],
  "lumo_energy_ha": 0.0231,
  "homo_lumo_gap_ev": 7.9794,
  "multiplicity": 1,
  "de_lowest_kcal_mol": 23.0,
  "energy_ha": -1837.038177,
  "charge": 0
}